*1*
ORCA calculation (wB97M-V/def2-TZVPD) on C4H8Cl2Si as an isolated structure.

```
15
Properties=species:S:1:pos:R:3
Cl -2.789 1.360 0.113
Cl -3.033 -1.445 -0.420
Si -0.255 -0.357 -0.518
C 1.863 2.165 -0.307
C -2.005 -0.137 0.249
C 1.103 1.327 0.373
C 0.446 -2.001 0.099
H 1.363 -1.833 0.672
H 1.207 1.180 1.362
H 0.574 -2.736 -0.645
H -1.864 -0.200 1.378
H -0.407 -0.035 -1.886
H -0.362 -2.474 0.707
H 1.887 2.213 -1.392
H 2.273 2.974 0.215
```

As for the total charge: 0. The value obtained for the HOMO energy is -9.397 eV. As for the gap between HOMO and LUMO: 10.232 eV.

Here are the Mulliken charges for atoms 1 to 6, given in e: atom 1 (Cl): -0.150, atom 2 (Cl): -0.180, atom 3 (Si): 0.511, atom 4 (C): -0.568, atom 5 (C): -0.079, atom 6 (C): -0.508

---

*2*
ORCA calculation (wB97M-V/def2-TZVPD) on a single C4H8Cl2Si molecule.

```
15
Properties=species:S:1:pos:R:3
Cl -1.452 2.345 0.187
Cl -0.140 -0.416 -4.257
Si -0.213 0.778 0.045
C 1.463 1.036 0.991
C 0.344 0.592 -1.794
C -1.315 -0.770 0.510
C -0.380 -0.187 -2.548
H 1.916 -0.003 1.365
H 1.161 1.600 1.863
H 2.309 1.515 0.492
H -1.759 -1.181 -0.432
H 1.082 1.359 -2.204
H -2.052 -0.411 1.104
H -0.954 -1.653 1.039
H -1.330 -0.669 -2.118
```

As for the total charge: 0. The value obtained for the HOMO energy is -9.822 eV. As for the gap between HOMO and LUMO: 10.582 eV. The SMILES is C[Si](C)(Cl)/C=C/Cl.

Here are the Mulliken charges for atoms 1 to 6, given in e: atom 1 (Cl): -0.288, atom 2 (Cl): -0.188, atom 3 (Si): 0.729, atom 4 (C): -0.996, atom 5 (C): -0.244, atom 6 (C): -1.098

---

Energies relative to the minimum, kJ/mol: *1* 288.9; *2* 0.0

---

*1*
ORCA calculation (wB97M-V/def2-TZVPD) on C5H8N2O3 as an isolated structure.

```
18
Properties=species:S:1:pos:R:3
O -0.742 -3.002 1.462
O 1.430 -3.666 1.711
O -0.013 -1.337 -1.067
N 0.550 0.364 2.174
N 1.613 -0.723 0.446
C 0.332 -3.314 1.570
C 0.634 -0.302 1.019
C -1.154 0.965 -0.967
C 1.466 -1.441 -0.705
C -0.767 -0.428 -0.421
H -2.091 1.364 -0.586
H -1.580 -0.732 0.246
H -1.218 0.907 -2.068
H -0.321 1.637 -0.815
H 2.036 -1.042 -1.573
H 1.379 0.238 2.668
H -0.227 0.130 2.851
H 1.814 -2.370 -0.438
```

As for the total charge: 0. The value obtained for the HOMO energy is -8.722 eV. As for the gap between HOMO and LUMO: 9.301 eV.

Here are the Mulliken charges for atoms 1 to 6, given in e: atom 1 (O): -0.328, atom 2 (O): -0.422, atom 3 (O): -0.462, atom 4 (N): -0.522, atom 5 (N): -0.476, atom 6 (C): 0.757

---

*2*
ORCA calculation (wB97M-V/def2-TZVPD) on a single C5H8N2O3 molecule.

```
18
Properties=species:S:1:pos:R:3
O 2.407 0.335 0.136
O -2.117 -1.403 0.098
O -2.332 1.040 -0.089
N -1.055 0.613 0.187
N -1.001 -0.713 0.058
C 0.260 -1.103 0.078
C 0.119 1.220 -0.008
C 0.526 -2.541 -0.092
C 0.225 2.686 0.021
C 1.049 0.151 -0.018
H 1.520 -2.911 -0.552
H -0.768 3.126 -0.308
H 1.035 2.936 -0.635
H 0.204 -2.995 0.850
H 0.178 3.156 1.018
H 2.883 -0.503 0.053
H -0.319 -3.069 -0.721
H -2.813 -0.025 -0.075
```

As for the total charge: 0. The value obtained for the HOMO energy is -8.168 eV. As for the gap between HOMO and LUMO: 8.591 eV. The SMILES is Cc1c(O)c(C)[n+]([O-])n1O.

Here are the Mulliken charges for atoms 1 to 6, given in e: atom 1 (O): -0.557, atom 2 (O): -0.853, atom 3 (O): -0.564, atom 4 (N): 0.197, atom 5 (N): 0.598, atom 6 (C): 0.341

---

*3*
ORCA calculation (wB97M-V/def2-TZVPD) on a 2-piece molecular cluster, C5H8N2O3 overall.

```
18
Properties=species:S:1:pos:R:3
O -0.195 -1.087 -3.354
O -2.033 -1.678 -2.139
O -2.174 0.248 0.356
N -0.006 0.671 -0.327
N 2.151 0.628 0.759
C -0.492 -1.119 1.375
C 1.135 1.396 -0.073
C -0.831 0.209 0.838
C 1.987 -0.532 1.293
C -1.131 -1.369 -2.754
H 1.532 1.587 -1.006
H 2.951 1.054 0.931
H 0.427 -0.077 -0.837
H -2.252 -0.075 -0.502
H 0.760 2.178 0.506
H -0.838 1.084 1.696
H -0.064 -1.181 2.319
H -0.926 -1.935 0.918
```

As for the total charge: 0. The value obtained for the HOMO energy (alpha / beta) is -7.667 / -7.800 eV. As for the gap between HOMO and LUMO (alpha / beta): 8.128 / 8.237 eV.

Here are the Mulliken charges for atoms 1 to 6, given in e: atom 1 (O): -0.369, atom 2 (O): -0.366, atom 3 (O): -0.467, atom 4 (N): -0.280, atom 5 (N): 0.005, atom 6 (C): -0.958

---

Energies relative to the minimum, kJ/mol: *1* 0.0; *2* 318.4; *3* 355.2

---

*1*
ORCA calculation (wB97M-V/def2-TZVPD) on a single C3H7NS molecule.

```
12
Properties=species:S:1:pos:R:3
S -1.483 -1.050 -0.087
N -0.022 -0.275 -0.065
C -2.498 0.449 0.021
C 1.093 -0.814 0.058
C 2.218 0.081 -0.083
H -3.359 0.489 -0.719
H 2.032 0.991 -0.684
H 3.046 -0.482 -0.429
H 2.491 0.485 0.835
H -1.849 1.245 -0.262
H -2.978 0.735 1.050
H 1.309 -1.853 0.364
```

As for the total charge: 0. The value obtained for the HOMO energy is -8.242 eV. As for the gap between HOMO and LUMO: 9.354 eV. The SMILES is C/C=N/SC.

Here are the Mulliken charges for atoms 1 to 6, given in e: atom 1 (S): -0.029, atom 2 (N): -0.279, atom 3 (C): -0.697, atom 4 (C): 0.110, atom 5 (C): -1.148, atom 6 (H): 0.270

---

*2*
ORCA calculation (wB97M-V/def2-TZVPD) on a single C3H7NS molecule.

```
12
Properties=species:S:1:pos:R:3
S 2.545 0.110 0.440
N 1.092 -0.774 -0.193
C -0.832 0.949 -0.407
C -0.106 -0.062 0.439
C -1.399 -0.369 -0.243
H -2.282 -0.555 0.503
H 2.731 -0.400 1.601
H 1.081 -0.724 -1.170
H 0.150 -0.024 1.560
H -1.331 -1.103 -1.096
H -1.348 1.788 -0.025
H -0.300 1.165 -1.407
```

As for the total charge: 0. The value obtained for the HOMO energy is -8.771 eV. As for the gap between HOMO and LUMO: 9.665 eV. The SMILES is SNC1CC1.

Here are the Mulliken charges for atoms 1 to 6, given in e: atom 1 (S): -0.162, atom 2 (N): -0.508, atom 3 (C): -0.507, atom 4 (C): 0.096, atom 5 (C): -0.459, atom 6 (H): 0.206

---

Energies relative to the minimum, kJ/mol: *1* 0.0; *2* 111.8